Entry 1:
Molecular formula: C3H5BrSi
Method: DFT, ωB97M-V with the def2-TZVPD basis set

Geometry as XYZ:
```
10
Properties=species:S:1:pos:R:3:mulliken_charge:R:1
C 0.47292 0.12818 -0.06684 0.308
C -0.73351 -0.01934 0.30952 -0.576
C 2.60914 0.31282 -0.85546 -0.330
Si -2.48536 -0.28092 0.66361 0.232
Br 3.73151 0.26842 0.75222 -0.023
H 2.36477 1.34264 -1.19630 0.309
H 2.76755 -0.40676 -1.61657 0.366
H -3.14881 -0.24526 -0.59372 -0.108
H -3.19417 0.68040 1.37274 -0.111
H -2.38404 -1.78018 1.23080 -0.067
```

Highest occupied orbital energy   -9.5 eV
LUMO   -0.0351 Ha
Orbital gap   8.5932 eV
Energy   -2980.5895 a.u.

Entry 2:
Molecular formula: C38H47N5O2SSeSiTa
Method: DFT, ωB97M-V with the def2-TZVPD basis set

Geometry as XYZ:
```
96
Properties=species:S:1:pos:R:3:mulliken_charge:R:1
Ta -0.94513 -0.22914 0.11254 1.870
C -0.51652 0.35964 3.35301 -1.555
N -1.29805 -0.59804 2.53901 0.028
C -0.83782 -1.94370 2.94369 -1.153
C 0.52269 -2.18314 2.38497 0.614
C 1.35676 -3.14497 2.92555 -1.332
C 2.56518 -3.41144 2.30599 -1.069
C 2.89196 -2.68551 1.17328 -1.061
C 2.01487 -1.72489 0.71359 -0.071
N 0.83951 -1.45985 1.30190 1.006
C -2.74264 -0.51371 2.80870 -1.549
C -3.43471 -1.41237 1.82803 0.892
C -4.67356 -1.95794 2.09739 -1.066
C -5.28431 -2.75960 1.14686 -0.627
C -4.61173 -3.00572 -0.03851 -1.000
C -3.36851 -2.43714 -0.22811 -0.426
N -2.77233 -1.64720 0.67823 0.887
C -0.43040 1.69928 2.71302 0.523
C -0.37037 2.85724 3.47645 -1.093
C -0.23756 4.07883 2.84544 -0.886
C -0.19226 4.10152 1.45738 -1.441
C -0.29405 2.91145 0.77328 -0.865
N -0.38206 1.71223 1.37652 1.395
H -0.92277 0.42100 4.36519 0.557
H 0.50425 -0.02144 3.43120 0.421
H -0.83413 -2.02337 4.03483 0.644
H -1.52581 -2.69928 2.56628 0.559
H 1.04873 -3.68217 3.81300 0.636
H 3.23369 -4.16581 2.69934 0.482
H 3.82537 -2.83930 0.65056 0.703
H 2.26212 -1.13629 -0.15446 0.108
H -2.96620 -0.81718 3.83554 0.652
H -3.07549 0.51757 2.67596 0.450
H -5.15187 -1.75061 3.04554 0.574
H -6.25860 -3.19136 1.33331 0.510
H -5.03563 -3.63244 -0.81025 0.539
H -2.83592 -2.62155 -1.14530 0.331
H -0.43765 2.78825 4.55418 0.612
H -0.19268 4.99581 3.41833 0.513
H -0.12097 5.03085 0.90930 0.569
H -0.36207 2.92050 -0.30360 1.048
N -0.15732 -3.69582 -2.29844 -0.210
C -0.46503 -2.48535 -1.88989 0.238
O -0.50990 -2.21932 -0.65770 -0.523
C -0.77111 -1.36814 -2.82262 -0.720
C -1.55139 -0.32267 -2.02383 -1.233
H 0.05464 -4.42246 -1.62908 0.283
H -0.14473 -3.92871 -3.27991 0.271
H -1.27964 -1.71772 -3.72351 0.688
H 0.20127 -0.98892 -3.14451 -0.012
H -2.61570 -0.54635 -2.09023 0.623
H -1.43100 0.66217 -2.47075 0.599
C -3.21508 2.35059 -3.30629 -1.009
Si -4.22072 2.11637 -1.76031 0.475
C -4.73873 3.74042 -1.03320 -1.133
C -5.60320 0.89462 -1.96302 -1.026
Se -2.89876 1.34363 0.05996 -0.102
H -3.87007 2.91247 -3.98177 0.452
H -2.94621 1.42803 -3.81508 0.346
H -2.32236 2.95853 -3.15025 0.297
H -5.42336 4.24753 -1.71799 0.409
H -3.88113 4.39532 -0.87218 0.316
H -5.25618 3.60823 -0.08220 0.343
H -6.32400 1.25782 -2.69965 0.421
H -6.13178 0.75016 -1.01952 0.330
H -5.24016 -0.07479 -2.31109 0.288
O 0.83555 0.36808 -0.77639 -0.527
S 1.34042 1.61597 -1.57948 0.534
C 2.76076 2.31946 -0.63751 -1.351
C 3.28532 1.54799 0.54140 0.193
C 2.86707 1.89314 1.82414 -0.224
C 3.41397 1.26713 2.93492 -0.904
C 4.40296 0.30659 2.77291 -0.692
C 4.84304 -0.02036 1.49783 -0.714
C 4.28332 0.58921 0.38534 0.183
C 2.14370 1.01127 -3.08846 -1.690
C 3.36077 0.15032 -2.94588 0.294
C 3.25259 -1.20280 -2.63234 0.441
C 4.39083 -1.98398 -2.50706 -0.640
C 5.64611 -1.42179 -2.70922 -0.690
C 5.75932 -0.08214 -3.04918 -0.843
C 4.62041 0.70214 -3.16653 -0.218
H 2.37297 3.29069 -0.33116 0.705
H 3.53414 2.47522 -1.38942 0.763
H 2.14928 2.69204 1.95926 0.567
H 3.10776 1.56660 3.92966 0.541
H 4.85688 -0.15545 3.63994 0.477
H 5.64456 -0.73643 1.36884 0.534
H 4.65413 0.34393 -0.60048 0.297
H 2.36871 1.95550 -3.59631 0.682
H 1.33411 0.55007 -3.65490 0.696
H 2.27510 -1.65479 -2.50426 0.305
H 4.30265 -3.03978 -2.28370 0.547
H 6.53372 -2.03524 -2.62918 0.451
H 6.73289 0.35086 -3.23633 0.454
H 4.71536 1.74189 -3.46053 0.491
```

Highest occupied orbital energy   -15.9 eV
Total charge   +3
LUMO   -0.3201 Ha
Orbital gap   7.1667 eV
Energy   -5045.9527 a.u.

Question: The lowest LUMO belongs to which entry?
Answer: C38H47N5O2SSeSiTa